35
Properties=species:S:1:pos:R:3:forces:R:3 method="wB97M-V/def2-TZVPD" gap_ev=9.262 e_tot_ha=-616.5659 de_lowest_kj_mol=823.9 smiles=CCCc1ccccc1N1CCNCC1 homo_ev=-8.347
C -1.91205 2.11173 2.58314 7.259 0.167 -3.075
C -0.75871 0.92768 2.50591 0.331 3.531 3.755
C 0.62718 1.33168 1.87595 -3.083 4.638 -3.626
C 0.19872 1.56935 0.25106 1.915 -1.537 1.014
C 0.10350 2.83206 -0.30217 -0.107 -0.577 -3.925
C -0.03489 2.84752 -1.84625 -0.658 3.999 1.469
C 0.24180 1.80953 -2.69029 -1.729 0.637 1.284
C 0.17365 0.58942 -2.01557 -0.677 -3.126 -3.417
C 0.16535 0.38323 -0.67653 -1.006 3.006 0.272
N 0.12582 -0.95590 -0.28852 1.878 -0.462 -0.462
C -0.86502 -1.82896 -0.96391 1.941 -0.260 -1.851
C -0.82673 -3.17331 -0.15378 -0.564 1.626 -0.653
N 0.11801 -3.17993 0.93494 0.839 0.596 -1.176
C 1.48437 -2.84552 0.44603 2.119 -0.239 1.011
C 1.59205 -1.46024 -0.61754 -2.174 -0.772 -0.104
H -2.75475 1.85509 3.03436 -3.287 -1.208 2.511
H -2.11667 2.37911 1.56438 -0.217 0.780 -0.425
H -1.17650 2.80947 3.08816 -1.966 0.215 -0.435
H -1.03302 0.06091 2.01615 -0.868 -2.002 -0.481
H -0.73490 0.94749 3.66181 0.792 -1.646 -1.625
H 1.10046 2.41841 2.04505 -1.319 -2.368 0.528
H 1.42152 0.66388 1.83407 1.043 -1.650 0.488
H 0.24181 3.85889 0.14430 -0.477 -1.616 -0.037
H -0.49695 3.86016 -2.32119 1.731 -2.206 1.189
H 0.13020 1.90513 -3.76941 0.165 -0.084 0.316
H -0.08812 -0.39690 -2.75846 1.300 2.775 2.188
H -0.61964 -2.11998 -2.10230 0.875 0.198 2.002
H -1.70416 -1.27886 -1.37605 -1.129 0.240 1.756
H -1.69744 -3.44205 0.33111 -2.496 0.056 0.858
H -0.81486 -3.86767 -0.92852 1.270 -2.020 -0.869
H -0.36409 -2.50572 1.52906 1.312 0.201 0.382
H 2.21812 -2.64524 1.39255 -1.832 -0.479 -2.315
H 1.77180 -3.89151 0.00178 0.097 2.349 0.285
H 2.40454 -0.47926 -0.43560 -2.318 -3.435 -0.281
H 1.47042 -1.74564 -1.85237 1.039 0.675 3.450



14
Properties=species:S:1:pos:R:3:forces:R:3 method="wB97M-V/def2-TZVPD" gap_ev=7.504 e_tot_ha=-738.7373 de_lowest_kj_mol=702.0 homo_ev=-8.722
C 2.71668 1.15972 -0.20991 0.662 1.739 -1.662
C 1.83504 -1.02412 0.17691 3.121 0.474 -0.352
C 0.25129 0.86268 0.21872 -2.093 -2.691 -1.033
C -2.06102 0.57658 0.04490 -1.575 0.479 1.124
H 3.27294 0.47972 -0.91761 -0.141 1.742 -0.082
H 3.37488 1.09085 0.64295 -0.071 0.383 0.644
H 2.56644 2.42148 -0.53306 0.054 -4.404 0.778
H 0.93354 -1.45338 0.53631 -0.561 -1.768 0.202
H 0.14864 2.04962 1.19702 0.168 -3.664 -3.358
H -2.36748 1.80243 0.62783 1.866 -3.656 -2.020
N 1.54469 0.30083 -0.02256 -1.638 3.540 0.916
N -0.78991 0.03077 -0.38980 2.659 6.778 4.461
O 3.01292 -1.41325 0.05152 -3.234 0.081 0.404
S -3.36048 -0.42844 -0.02892 0.784 0.968 -0.022